[1]
Computed, not measured: a structure of composition C36H48AsBaN7O4S4, with ωB97M-V/def2-TZVPD.

Atoms and positions in Å:
Ba (0.744, 0.331, 0.439)
C (3.514, 2.342, 5.336)
C (2.195, 2.926, 5.861)
C (1.320, 1.781, 6.392)
C (2.508, 3.876, 7.017)
C (1.445, 3.623, 4.726)
C (0.991, 4.948, 4.820)
C (0.252, 5.548, 3.814)
C (-0.047, 4.811, 2.677)
S (-0.975, 5.209, 1.263)
C (-0.692, 3.593, 0.618)
N (0.036, 2.857, 1.398)
C (0.419, 3.498, 2.557)
C (1.161, 2.905, 3.574)
C (-1.265, 3.162, -0.680)
C (-1.914, 4.141, -1.443)
C (-2.471, 3.812, -2.664)
C (-2.360, 2.503, -3.114)
C (-1.717, 1.550, -2.333)
C (-1.155, 1.808, -1.071)
H (4.069, 1.877, 6.156)
H (4.142, 3.122, 4.903)
H (3.343, 1.580, 4.573)
H (1.801, 1.314, 7.257)
H (1.174, 1.014, 5.628)
H (0.341, 2.150, 6.704)
H (3.071, 3.343, 7.787)
H (1.599, 4.264, 7.480)
H (3.113, 4.722, 6.689)
H (1.209, 5.529, 5.705)
H (-0.089, 6.569, 3.928)
H (1.478, 1.874, 3.460)
H (-1.978, 5.171, -1.105)
H (-2.968, 4.566, -3.261)
H (-2.770, 2.230, -4.081)
H (-1.635, 0.553, -2.757)
O (1.058, -4.110, -1.155)
C (2.051, -4.094, -2.072)
C (2.435, -5.312, -2.634)
C (3.436, -5.358, -3.583)
C (4.073, -4.189, -3.991)
C (3.693, -2.984, -3.435)
C (2.686, -2.907, -2.469)
C (2.290, -1.593, -1.884)
O (1.390, -1.605, -0.954)
N (2.887, -0.537, -2.364)
N (2.510, 0.645, -1.729)
C (2.864, 1.686, -2.364)
S (3.795, 1.671, -3.852)
C (3.725, 3.469, -4.085)
C (3.687, 4.133, -2.718)
S (2.407, 3.285, -1.765)
H (0.968, -3.165, -0.873)
H (1.926, -6.208, -2.302)
H (3.723, -6.312, -4.009)
H (4.857, -4.222, -4.736)
H (4.169, -2.060, -3.733)
H (2.835, 3.729, -4.658)
H (4.610, 3.765, -4.648)
H (3.409, 5.183, -2.793)
H (4.651, 4.051, -2.217)
N (-0.904, -1.189, 2.269)
C (-0.086, -2.231, 2.875)
C (-0.841, -3.035, 3.951)
C (-1.249, -2.185, 5.175)
C (-0.679, -2.690, 6.502)
N (0.776, -2.676, 6.406)
C (1.623, -1.999, 7.157)
N (1.311, -1.614, 8.409)
N (2.810, -1.701, 6.630)
C (1.275, -1.665, 3.357)
O (1.937, -2.394, 4.159)
O (1.657, -0.563, 2.928)
H (-1.210, -0.510, 2.959)
H (-1.738, -1.581, 1.836)
H (0.179, -2.937, 2.079)
H (-0.234, -3.894, 4.247)
H (-1.735, -3.448, 3.481)
H (-2.335, -2.123, 5.263)
H (-0.893, -1.156, 5.053)
H (-1.013, -3.706, 6.718)
H (-1.013, -2.039, 7.313)
H (1.157, -2.802, 5.434)
H (0.531, -2.037, 8.878)
H (1.980, -1.117, 8.967)
H (2.881, -1.779, 5.603)
H (3.513, -1.220, 7.159)
C (-3.070, -1.422, -1.894)
As (-3.994, -2.807, -0.938)
C (-5.838, -2.720, -1.501)
C (-3.318, -4.466, -1.657)
S (-3.755, -2.652, 1.126)
H (-3.337, -1.427, -2.951)
H (-2.001, -1.600, -1.783)
H (-3.313, -0.461, -1.447)
H (-5.916, -2.937, -2.566)
H (-6.214, -1.720, -1.296)
H (-6.410, -3.443, -0.925)
H (-3.622, -4.587, -2.696)
H (-3.700, -5.285, -1.053)
H (-2.231, -4.447, -1.587)

The energy above the lowest of the compared OMol25 structures with the same formula, charge and spin comes out at 10.40 kcal per mole. The value obtained for the total energy is -161609.630 eV. As for the multiplicity: 1. As for the net charge: 0. The max |F| comes out at 0.012 hartree/bohr. The value obtained for the molar mass is 983.3 g/mol.



[2]
Computed, not measured: a cluster of 2 separate species, C2H5N2OP in total, with ωB97M-V/def2-TZVPD.

Atoms and positions in Å:
H (1.178, 0.276, 1.793)
N (1.829, 0.962, 1.299)
N (1.750, 1.304, 0.112)
H (2.551, 1.927, -0.182)
H (-2.084, 1.837, -0.856)
P (-1.396, 0.809, 0.126)
C (-1.052, -0.510, -0.845)
C (-0.683, -1.687, -0.049)
O (-0.892, -1.898, 1.132)
H (-1.149, -0.570, -1.945)
H (-0.054, -2.450, -0.585)

The energy above the lowest of the compared OMol25 structures with the same formula, charge and spin comes out at 96.06 kcal per mole. The value obtained for the total energy is -16467.221 eV. As for the multiplicity: 1. As for the net charge: 0. The max |F| comes out at 0.046 hartree/bohr. Its SMILES is [H]/N=N/[H].[H]/P=C/C=O. The value obtained for the molar mass is 104.0 g/mol.



[3]
Computed, not measured: a structure of composition C17H32N7O6S2, with ωB97M-V/def2-TZVPD.

Atoms and positions in Å:
C (-2.154, 3.634, -0.533)
O (-3.103, 2.885, -1.316)
C (-2.439, 1.682, -1.772)
C (-3.232, 0.901, -2.896)
C (-4.229, -0.209, -2.366)
S (-3.435, -1.641, -1.514)
O (-3.785, -2.882, -2.279)
O (-4.124, -1.746, -0.165)
N (-1.786, -1.416, -1.191)
S (-0.804, -2.492, -2.067)
O (-1.092, -2.572, -3.540)
O (-0.872, -3.829, -1.359)
C (0.987, -1.984, -1.912)
C (1.308, -0.589, -2.599)
O (0.333, 0.388, -2.199)
C (1.540, -0.672, -4.178)
N (0.933, 0.444, -4.945)
H (-1.160, 3.765, -1.064)
H (-2.557, 4.675, -0.348)
H (-1.924, 3.116, 0.454)
H (-2.176, 1.070, -0.861)
H (-1.453, 2.017, -2.244)
H (-2.495, 0.499, -3.647)
H (-3.872, 1.679, -3.432)
H (-4.748, -0.639, -3.284)
H (-5.061, 0.234, -1.737)
H (1.210, -1.859, -0.806)
H (1.650, -2.826, -2.275)
H (2.301, -0.235, -2.135)
H (-0.442, 0.248, -2.773)
H (2.663, -0.590, -4.354)
H (1.198, -1.646, -4.628)
H (1.065, 1.342, -4.478)
H (-0.057, 0.267, -5.148)
C (-1.701, -2.032, -7.765)
C (-1.900, -0.689, -7.153)
N (-2.055, 0.357, -6.675)
H (-1.949, -1.996, -8.826)
H (-0.661, -2.339, -7.652)
H (-2.343, -2.762, -7.272)
C (3.253, 0.021, 1.513)
C (4.018, -0.152, 0.245)
N (4.625, -0.289, -0.753)
H (3.089, 1.080, 1.705)
H (2.288, -0.480, 1.435)
H (3.811, -0.409, 2.344)
C (4.010, 2.868, 4.812)
C (2.982, 1.835, 4.498)
N (2.181, 1.027, 4.261)
H (4.392, 2.710, 5.820)
H (4.836, 2.799, 4.102)
H (3.569, 3.862, 4.750)
C (0.334, 1.191, 7.717)
C (1.593, 1.986, 7.709)
N (2.576, 2.606, 7.703)
H (0.152, 0.779, 6.723)
H (0.414, 0.369, 8.433)
H (-0.505, 1.830, 7.996)
C (0.980, -2.772, 6.913)
C (0.451, -2.067, 8.115)
N (0.035, -1.514, 9.050)
H (1.513, -3.673, 7.218)
H (0.157, -3.049, 6.254)
H (1.665, -2.117, 6.372)

The value obtained for the total energy is -62530.920 eV. As for the multiplicity: 1. As for the net charge: -1. The max |F| comes out at 0.105 hartree/bohr. The value obtained for the molar mass is 494.6 g/mol.